No. 1
Here is a molecular structure, C5H6Cl2O2S in a non-equilibrium geometry from the Open Molecules 2025 dataset. Energies are from ωB97M-V with the def2-TZVPD basis set.

## Properties
electronic energy	-1662.94173	a.u.
E_HOMO (spin up / spin down)	-9.167 / -8.321	eV
E_LUMO (spin up / spin down)	-0.6 / -2.1	eV
HOMO-LUMO gap (spin up / spin down)	0.314 / 0.227	Ha
ΔE to the lowest compared entry with this formula, charge and spin	109.43	kcal/mol
charge	0

Each line ends with the natural charge from an NBO analysis.
CARTESIAN COORDINATES (ANGSTROEM)
1 C -0.57265 -2.44239 0.74835  -0.27
2 C -1.23704 -1.29712 0.33831  -0.33
3 C -0.90041 -0.09845 -0.24875  -0.27
4 C 0.94918 0.57257 -0.44694  0.03
5 C 1.20011 2.01232 -0.74129  -0.76
6 O -3.26052 0.92488 -0.04043  -0.89
7 O -1.53152 2.58373 -0.65922  -0.90
8 S -1.90124 1.35477 -0.02107  2.10
9 Cl 1.94045 -0.62152 -0.87348  0.14
10 Cl -1.47091 1.91883 1.95423  -0.29
11 H -1.04809 -3.40047 1.01655  0.20
12 H 0.46572 -2.68946 0.68275  0.19
13 H -2.19726 -1.39291 0.75518  0.25
14 H 2.17310 2.12610 -1.26498  0.23
15 H 1.36049 2.59875 0.17593  0.26
16 H 0.27291 2.53143 -1.32402  0.31

=====

No. 2
Here is 8 unconnected molecules or ions with the total composition C40H50O25 in a non-equilibrium geometry from the Open Molecules 2025 dataset. Energies are from ωB97M-V with the def2-TZVPD basis set.

## Properties
electronic energy	-3435.35576	a.u.
E_HOMO	-9.936	eV
E_LUMO	-1.3	eV
HOMO-LUMO gap	0.317	Ha
ΔE to the lowest compared entry with this formula, charge and spin	0.00	kcal/mol
SMILES string	O=C(O)CC1=CC(=O)c2ccccc2C1=O.C[C@@H]1COC(=O)O1.C[C@@H]1COC(=O)O1.C[C@@H]1COC(=O)O1.C[C@@H]1COC(=O)O1.C[C@@H]1COC(=O)O1.C[C@@H]1COC(=O)O1.C[C@@H]1COC(=O)O1
charge	0

Each line ends with the Löwdin charge.
CARTESIAN COORDINATES (ANGSTROEM)
1 O -2.60700 3.06280 -6.37264  0.15
2 C -2.56945 3.12084 -5.17558  -0.46
3 O -2.27144 4.31350 -4.55214  0.04
4 C -2.90992 1.93045 -4.30576  -0.03
5 C -1.75735 1.25061 -3.60666  -0.08
6 C -1.79163 -0.08146 -3.53874  0.08
7 C -0.78666 -0.90600 -2.84225  -0.32
8 O -0.76371 -2.11366 -2.98977  0.09
9 C 0.16239 -0.22161 -1.92521  -0.10
10 C 0.95530 -0.90639 -1.02877  -0.02
11 C 1.82220 -0.20597 -0.22007  -0.06
12 C 1.90630 1.17152 -0.25239  -0.04
13 C 1.10590 1.84668 -1.16059  0.01
14 C 0.23565 1.16390 -1.97729  -0.08
15 C -0.61350 1.94582 -2.94786  -0.23
16 O -0.32186 3.10605 -3.15492  0.11
17 H -1.32726 4.47939 -4.65477  0.11
18 H -3.37898 1.18824 -4.95261  0.08
19 H -3.64966 2.21411 -3.55904  0.12
20 H -2.60646 -0.61603 -4.01377  0.13
21 H 0.88628 -1.98519 -0.98886  0.12
22 H 2.44515 -0.76321 0.47060  0.11
23 H 2.56601 1.73492 0.39303  0.08
24 H 1.19027 2.92401 -1.20685  0.12
25 C -2.05297 -1.67844 0.98674  -0.01
26 C -3.21463 -0.75514 0.71862  -0.32
27 C -4.51548 -1.44958 0.39478  -0.08
28 O -5.18076 -0.47250 -0.42344  0.07
29 C -4.21685 0.26050 -1.02655  -0.54
30 O -4.39957 1.01699 -1.92652  0.15
31 O -3.00448 0.01097 -0.48157  0.09
32 H -1.12794 -1.10926 1.08317  0.08
33 H -2.21485 -2.24438 1.90403  0.09
34 H -1.91417 -2.37727 0.15946  0.09
35 H -3.33811 -0.05110 1.54618  0.16
36 H -5.10878 -1.68450 1.27490  0.14
37 H -4.37475 -2.35587 -0.19892  0.14
38 C -0.74214 -3.54536 -5.94914  -0.02
39 C -1.33697 -4.91314 -5.73700  -0.33
40 C -0.89992 -5.95735 -6.73488  -0.10
41 O -2.01727 -6.85556 -6.73896  0.06
42 C -3.11685 -6.12901 -6.40947  -0.56
43 O -4.23465 -6.51453 -6.51136  0.16
44 O -2.76047 -4.90343 -5.95008  0.08
45 H -1.20072 -2.82682 -5.27375  0.06
46 H 0.33285 -3.55788 -5.76863  0.10
47 H -0.92529 -3.19384 -6.96644  0.09
48 H -1.15586 -5.24686 -4.71113  0.16
49 H 0.01025 -6.47608 -6.44275  0.14
50 H -0.77807 -5.55394 -7.74308  0.14
51 C -8.71111 -0.31821 -5.43017  -0.02
52 C -7.29142 -0.82364 -5.38166  -0.32
53 C -6.53848 -0.46824 -4.12135  -0.09
54 O -5.18279 -0.44618 -4.58644  0.04
55 C -5.21421 -0.12392 -5.90429  -0.55
56 O -4.25322 0.17789 -6.53763  0.16
57 O -6.47623 -0.18789 -6.38514  0.10
58 H -9.14741 -0.49934 -6.41210  0.09
59 H -9.32264 -0.81542 -4.67744  0.09
60 H -8.74523 0.75858 -5.25798  0.09
61 H -7.26630 -1.90124 -5.56639  0.16
62 H -6.66192 -1.19827 -3.32502  0.14
63 H -6.78758 0.52445 -3.73990  0.14
64 C 8.07848 1.00594 -0.35112  -0.02
65 C 6.62361 1.39979 -0.39067  -0.33
66 C 6.36938 2.88645 -0.33777  -0.08
67 O 5.06704 2.94384 0.26387  0.07
68 C 4.93539 1.84215 1.03481  -0.56
69 O 4.05842 1.67450 1.82436  0.13
70 O 5.92774 0.95739 0.79201  0.09
71 H 8.17915 -0.07542 -0.26329  0.09
72 H 8.59022 1.33334 -1.25572  0.09
73 H 8.57600 1.44535 0.51472  0.09
74 H 6.13177 0.94551 -1.25506  0.16
75 H 6.36312 3.35736 -1.31747  0.14
76 H 7.07137 3.41400 0.31194  0.14
77 C -2.91592 5.52554 -1.54456  -0.01
78 C -4.37300 5.32414 -1.22223  -0.33
79 C -5.31912 6.18117 -2.02567  -0.09
80 O -6.44140 6.30087 -1.14025  0.06
81 C -5.96772 6.18395 0.12709  -0.56
82 O -6.59300 6.43040 1.10546  0.16
83 O -4.68251 5.74931 0.11930  0.08
84 H -2.28885 4.97240 -0.84429  0.09
85 H -2.69623 5.18565 -2.55575  0.06
86 H -2.63686 6.57754 -1.45627  0.09
87 H -4.63411 4.26436 -1.30385  0.15
88 H -5.61719 5.72501 -2.96670  0.14
89 H -4.92335 7.18104 -2.21888  0.14
90 C 3.92307 0.22041 4.43039  -0.03
91 C 4.16432 -0.26457 5.83750  -0.32
92 C 5.08221 0.60849 6.65636  -0.09
93 O 5.64371 -0.33340 7.58199  0.06
94 C 5.63134 -1.54609 6.97522  -0.56
95 O 6.20207 -2.50588 7.38391  0.15
96 O 4.88570 -1.51267 5.84690  0.09
97 H 3.36123 -0.52058 3.86248  0.09
98 H 3.36638 1.15608 4.42958  0.09
99 H 4.86397 0.37338 3.90427  0.08
100 H 3.21263 -0.42692 6.35187  0.16
101 H 4.56172 1.40413 7.18372  0.14
102 H 5.89536 1.03783 6.06628  0.14
103 C 7.87334 -3.52803 11.16275  -0.02
104 C 6.40777 -3.58839 11.51186  -0.33
105 C 5.51125 -2.80274 10.58902  -0.10
106 O 4.40728 -2.48015 11.44934  0.06
107 C 4.88678 -2.43538 12.71790  -0.56
108 O 4.29118 -2.00470 13.64986  0.16
109 O 6.14341 -2.94830 12.77340  0.08
110 H 8.47075 -4.00829 11.93798  0.09
111 H 8.06267 -4.02638 10.21243  0.09
112 H 8.21154 -2.49346 11.09161  0.09
113 H 6.08053 -4.62935 11.59042  0.16
114 H 5.17764 -3.37391 9.72707  0.13
115 H 5.96620 -1.87129 10.24607  0.13

=====

No. 3
Here is a molecular structure, C26H32Br2F3N3S5Sr in a non-equilibrium geometry from the Open Molecules 2025 dataset. Energies are from ωB97M-V with the def2-TZVPD basis set.

## Properties
electronic energy	-8643.00782	a.u.
E_HOMO	-12.527	eV
E_LUMO	-5.8	eV
HOMO-LUMO gap	0.246	Ha
ΔE to the lowest compared entry with this formula, charge and spin	120.35	kcal/mol
charge	+2

Each line ends with the Löwdin charge.
CARTESIAN COORDINATES (ANGSTROEM)
1 Sr 0.57865 0.12387 0.36827  1.14
2 C 2.32172 2.45548 -1.00385  -0.55
3 C 3.27390 1.64646 -0.10170  -0.55
4 S 2.82930 1.84780 1.65305  0.87
5 C 3.75056 0.45841 2.39043  -0.49
6 C 3.02101 -0.03742 3.63418  -0.50
7 S 1.31332 -0.59869 3.33203  0.83
8 C 1.44506 -2.39669 3.53234  -0.51
9 C 1.95225 -3.12876 2.30087  -0.50
10 S 0.80564 -2.95483 0.90090  0.86
11 C 1.89739 -2.32120 -0.42313  -0.64
12 C 1.10178 -1.74077 -1.57187  -0.42
13 S 1.36592 1.51142 -2.25042  0.68
14 H 2.84022 3.28097 -1.48529  0.09
15 H 1.49925 2.88130 -0.42965  0.00
16 H 4.30192 1.95841 -0.28330  0.10
17 H 3.25537 0.57009 -0.29164  0.02
18 H 4.75496 0.79272 2.64896  0.10
19 H 3.82809 -0.33804 1.64693  0.07
20 H 2.96749 0.75153 4.38420  0.08
21 H 3.57944 -0.86126 4.07842  0.10
22 H 0.43659 -2.72417 3.78909  0.08
23 H 2.07127 -2.60099 4.40124  0.09
24 H 2.07969 -4.18847 2.52143  0.09
25 H 2.92312 -2.73942 1.98772  0.08
26 H 2.58147 -3.11496 -0.72211  0.09
27 H 2.56339 -1.58669 0.08968  0.02
28 H 0.03404 -1.63598 -1.34039  -0.05
29 H 1.10159 -2.45367 -2.39580  0.03
30 Br -5.66644 -0.06715 4.08717  0.86
31 C -4.07775 0.08270 3.11246  -0.67
32 C -3.38425 -1.04861 2.71711  -0.07
33 C -2.21544 -0.86147 2.00996  -0.16
34 N -1.70542 0.33026 1.69344  -0.01
35 C -2.38803 1.41658 2.06793  -0.20
36 C -3.57632 1.33033 2.78645  -0.04
37 C -1.79579 2.74865 1.74285  -0.20
38 C -2.54408 3.90631 1.92587  -0.04
39 C -1.93969 5.14094 1.76381  -0.67
40 Br -2.91997 6.71536 1.99705  0.86
41 C -0.59338 5.18711 1.45061  -0.07
42 C 0.05274 3.98434 1.24481  -0.15
43 N -0.51562 2.77779 1.33482  0.07
44 H -3.73912 -2.04128 2.95280  0.12
45 H -1.64914 -1.72388 1.68018  0.06
46 H -4.10118 2.21066 3.11894  0.11
47 H -3.58797 3.86092 2.19018  0.11
48 H -0.06278 6.12368 1.36155  0.12
49 H 1.11049 4.01473 1.01459  0.08
50 C 3.91056 1.07896 -3.69530  -0.29
51 S 2.70649 0.02426 -2.80032  0.75
52 C 1.83654 -0.63250 -4.24217  -0.27
53 H 4.60574 0.39355 -4.18227  0.07
54 H 4.45783 1.65467 -2.95017  0.05
55 H 3.44063 1.73368 -4.42471  0.06
56 H 0.76990 -0.56744 -4.05375  0.05
57 H 2.12327 -1.67782 -4.31248  0.07
58 H 2.13598 -0.07658 -5.12673  0.07
59 F -5.23771 -3.78020 -3.80259  0.17
60 C -4.40076 -2.82378 -4.21121  -0.60
61 F -5.10792 -1.89353 -4.85783  0.16
62 F -3.54630 -3.37282 -5.08896  0.16
63 C -3.63655 -2.23195 -3.04826  -0.09
64 C -3.34202 -0.88052 -3.00894  0.03
65 C -2.59378 -0.40976 -1.94243  -0.12
66 N -2.13984 -1.18071 -0.95275  0.03
67 C -2.44298 -2.48087 -1.00922  -0.12
68 C -3.18709 -3.05158 -2.02585  0.04
69 H -3.69222 -0.20800 -3.77903  0.13
70 H -2.36228 0.64949 -1.87588  0.11
71 H -2.06401 -3.10123 -0.20435  0.10
72 H -3.40871 -4.10976 -2.01798  0.14

=====

No. 4
Here is 2 unconnected molecules or ions with the total composition C2H9N3O in a non-equilibrium geometry from the Open Molecules 2025 dataset. Energies are from ωB97M-V with the def2-TZVPD basis set.

## Properties
electronic energy	-320.29627	a.u.
E_HOMO	-17.470	eV
E_LUMO	-8.8	eV
HOMO-LUMO gap	0.318	Ha
ΔE to the lowest compared entry with this formula, charge and spin	88.94	kcal/mol
charge	+2

Each line ends with the natural charge from an NBO analysis.
CARTESIAN COORDINATES (ANGSTROEM)
1 C -0.94922 0.00403 0.32020  0.28
2 C 1.22031 -0.07843 -0.40555  0.42
3 N -1.33485 1.25563 0.42837  -0.71
4 N -1.86421 -0.78530 -0.52762  -0.76
5 N 2.11919 -0.84370 0.54578  -0.77
6 O 1.75243 1.07762 -0.43567  -0.64
7 H -2.23704 1.58280 0.03921  0.41
8 H -0.90113 1.97746 0.98681  0.45
9 H -1.56711 -0.89648 -1.53471  0.49
10 H -2.72769 -0.35974 -0.81127  0.44
11 H -1.96175 -1.70121 -0.12351  0.48
12 H 1.60737 -1.62605 0.97341  0.47
13 H 2.92979 -0.95785 0.11364  0.45
14 H 2.45163 -0.41019 1.46454  0.45
15 H 1.46228 1.76140 -1.03364  0.55